1.
Entry from the OMol25 dataset: one molecule with the formula C6H13N (ωB97M-V/def2-TZVPD).

Each line ends with the Löwdin charge.
Positions of all 20 atoms, in Å:
C1 1.04253 0.85376 -3.18840  -0.111
C2 0.13386 0.90016 -1.91483  -0.309
C3 0.17331 -0.36079 -1.08447  -0.237
N1 0.24320 0.65910 2.27669  0.095
C4 -0.24397 -0.40246 1.51387  -0.375
C5 -0.62732 -0.21773 0.19954  -0.107
C6 -0.80707 -1.49964 2.39476  -0.060
H1 0.54070 0.06769 -3.74709  0.059
H2 1.28980 1.74787 -3.72832  0.055
H3 1.96294 0.36883 -2.76893  0.074
H4 0.35526 1.84831 -1.40594  0.096
H5 -0.88569 1.13223 -2.27688  0.104
H6 1.18616 -0.58910 -0.72218  0.112
H7 -0.16647 -1.15770 -1.76523  0.115
H8 0.15593 1.64283 2.10899  0.092
H9 0.33967 0.45201 3.25840  0.077
H10 -1.64460 -0.64115 0.16067  0.088
H11 -1.17851 -2.22872 1.66588  0.073
H12 -1.73928 -1.24818 2.90845  0.080
H13 -0.05021 -1.89588 3.06121  0.079

Force components x, y, z for each atom (eV/Å):
0.1 -2.5 2.4
0.0 2.5 -1.7
0.3 1.8 0.6
1.4 -1.4 0.7
-1.4 3.0 0.9
-0.9 -2.3 0.1
-1.3 -0.1 -1.5
0.4 0.2 -1.0
-0.3 0.4 -0.1
-0.2 0.6 -0.9
0.3 -0.6 0.7
0.1 -0.5 0.3
0.0 0.1 -0.6
0.0 -0.2 0.7
-0.1 -0.2 -0.9
0.3 0.1 0.0
0.5 -0.7 -0.6
0.6 -0.5 0.4
0.4 0.5 0.5
0.0 -0.2 0.1

For the total energy, the calculation gives -7920.0704 eV. The SMILES is CCC/C=C(\C)N. The LUMO energy comes out at 0.71 eV. For the frontier orbital gap, the calculation gives 7.67 eV.

=====

2.
Entry from the OMol25 dataset: a 2-piece molecular cluster, C6H16N2 overall (ωB97M-V/def2-TZVPD).

Each line ends with the Löwdin charge.
Positions of all 24 atoms, in Å:
C1 -0.92087 0.34875 0.20512  -0.585
C2 0.83473 0.73723 0.20031  -0.176
C3 -1.64113 1.69040 0.20667  -0.065
C4 -1.28738 -0.45114 -1.03528  -0.060
C5 1.44629 1.05149 -1.15276  -0.136
N1 -1.25690 -0.39961 1.35741  0.043
H1 -1.03582 0.09868 2.21293  0.078
H2 -0.76207 -1.31769 1.36031  0.037
H3 0.78235 1.65064 0.79337  0.077
H4 1.49435 0.14004 0.82426  0.055
H5 -1.05295 0.09832 -1.94434  0.076
H6 -1.30755 2.30246 -0.62883  0.077
H7 -1.45178 2.23159 1.13237  0.076
H8 -2.71606 1.53766 0.12268  0.082
H9 -2.35687 -0.65004 -1.02117  0.082
H10 -0.79680 -1.42690 -1.05055  0.059
H11 0.82264 1.75093 -1.71455  0.065
H12 2.42928 1.52144 -1.04495  0.071
H13 1.53543 0.16372 -1.77999  0.057
C6 1.54708 -2.11917 0.21383  -0.132
N2 0.74326 -2.47163 1.13441  0.021
H14 1.17938 -2.56390 2.05045  0.061
H15 2.59775 -1.86006 0.35888  0.081
H16 1.17368 -2.06319 -0.80056  0.056

Force components x, y, z for each atom (eV/Å):
3.0 0.5 -0.6
-2.5 0.9 0.2
0.2 -0.2 0.0
0.1 0.0 0.1
-0.2 0.0 0.0
0.0 -1.1 0.9
0.0 0.0 -0.1
-0.7 1.0 0.0
0.1 0.4 -0.1
-0.4 -0.6 -0.2
0.1 0.0 -0.1
0.0 0.1 -0.1
0.1 0.1 0.1
-0.1 -0.1 0.0
-0.2 0.0 0.0
0.0 0.1 0.0
0.0 0.0 0.1
0.0 -0.2 -0.1
0.2 -0.1 0.0
-0.3 -0.5 0.8
0.6 -0.4 -0.7
0.2 0.2 -0.1
0.0 -0.2 0.1
0.0 0.1 -0.1

For the total energy, the calculation gives -9460.2854 eV. The SMILES is CCC(C)(C)N.C=N. The LUMO energy comes out at 0.93 eV. For the frontier orbital gap, the calculation gives 9.23 eV.

=====

3.
Entry from the OMol25 dataset: C21H22F10N5O4Pd as an isolated structure (ωB97M-V/def2-TZVPD).

Each line ends with the Löwdin charge.
Positions of all 63 atoms, in Å:
Pd1 -0.11096 -0.18444 -0.27256  1.077
F1 6.29284 -2.40916 0.55132  0.069
C1 5.89703 -1.16668 0.19623  -0.187
C2 4.56334 -0.89183 0.15325  0.094
C3 4.11745 0.39657 -0.15129  -0.042
C4 2.68347 0.68309 -0.18018  -0.261
O1 1.89731 -0.28432 -0.00368  -0.103
C5 2.31935 2.02882 -0.43350  -0.014
C6 3.30205 2.93328 -0.70200  0.061
N1 4.62477 2.66577 -0.73660  0.017
C7 5.56710 3.72733 -1.01890  -0.259
C8 6.33152 3.69267 -2.31254  -0.094
C9 5.24309 4.70251 -2.10353  -0.071
C10 5.06368 1.39064 -0.42726  -0.110
C11 6.42896 1.07722 -0.40628  0.065
C12 6.86785 -0.19553 -0.09294  -0.137
N2 8.25741 -0.46870 -0.09495  -0.101
C13 9.15398 0.38165 0.67004  -0.123
C14 10.36273 0.70928 -0.21529  -0.067
N3 10.52922 -0.43128 -1.19134  0.057
C15 10.26867 -1.74889 -0.51865  -0.071
C16 8.76686 -1.83052 -0.19735  -0.129
C17 0.89924 2.59771 -0.39090  -0.607
O2 0.75597 3.73813 -0.79353  0.067
O3 0.01309 1.85269 0.15576  -0.096
H1 3.84192 -1.66521 0.37698  0.140
H2 2.99966 3.95091 -0.91151  0.149
H3 6.07073 4.10394 -0.13665  0.156
H4 6.11411 2.87404 -2.98584  0.115
H5 7.35986 4.02822 -2.30198  0.102
H6 4.32475 4.55824 -2.65497  0.117
H7 5.51307 5.73394 -1.93327  0.115
H8 7.14988 1.83879 -0.66900  0.111
H9 9.47873 -0.11858 1.59018  0.138
H10 8.65706 1.30021 0.96736  0.132
H11 11.28800 0.79825 0.35045  0.138
H12 10.21305 1.60983 -0.80719  0.135
H13 11.45330 -0.40811 -1.62048  0.186
H14 9.83376 -0.31275 -1.93024  0.184
H15 10.88968 -1.76258 0.37462  0.137
H16 10.58941 -2.55058 -1.17851  0.140
H17 8.64668 -2.41710 0.71666  0.134
H18 8.23909 -2.34789 -0.99657  0.139
F2 -4.78428 -0.24917 -2.74811  0.175
C18 -4.15749 -0.16755 -1.56984  -0.560
F3 -4.67250 0.86162 -0.89457  0.184
F4 -4.43061 -1.27862 -0.88313  0.171
C19 -2.61784 0.00312 -1.74243  -0.283
O4 -2.04755 -0.31882 -0.54100  -0.218
C20 -2.32263 1.47518 -2.18035  -0.564
F5 -2.41116 2.29642 -1.15043  0.191
F6 -1.07372 1.56264 -2.68198  0.146
F7 -3.16265 1.89356 -3.13294  0.177
C21 -2.11752 -0.97842 -2.85022  -0.551
F8 -2.63399 -2.19661 -2.67535  0.177
F9 -2.40295 -0.57634 -4.08857  0.179
F10 -0.77468 -1.11493 -2.77694  0.116
N4 -0.23256 -3.05511 0.70472  -0.047
N5 -0.68081 -1.82581 1.30312  -0.093
H19 -0.60884 -3.86052 1.19537  0.073
H20 0.77492 -3.08293 0.78515  0.057
H21 -0.53370 -1.81427 2.30704  0.093
H22 -1.67291 -1.73252 1.10809  0.073

Force components x, y, z for each atom (eV/Å):
0.0 0.3 0.9
0.0 0.0 0.0
0.0 0.0 0.0
0.0 0.0 0.0
0.0 0.0 0.0
0.0 0.0 -0.1
-0.1 -0.1 0.1
0.0 0.0 0.0
0.1 0.0 0.0
0.0 0.0 0.0
0.0 0.0 0.0
0.0 0.0 0.0
0.0 0.0 0.0
0.0 0.0 0.0
0.0 0.0 0.0
0.0 0.0 0.0
0.0 0.0 0.0
0.0 0.0 0.0
0.0 0.0 0.0
0.0 0.0 0.0
0.0 0.0 0.0
0.0 0.0 0.0
0.0 0.0 0.0
0.0 0.0 0.1
-0.2 -0.1 -0.5
0.0 0.0 0.0
0.0 0.0 0.0
0.0 0.0 0.0
0.0 0.0 0.0
0.0 0.0 0.0
0.0 0.0 0.0
0.0 0.0 0.0
0.0 0.0 0.0
0.0 0.0 0.0
0.0 0.0 0.0
0.0 0.0 0.0
0.0 0.0 0.0
0.0 0.0 0.0
0.0 0.0 0.0
0.0 0.0 0.0
0.0 0.0 0.0
0.0 0.0 0.0
0.0 0.0 0.0
0.0 0.0 0.0
0.0 0.0 0.1
0.0 0.0 0.0
0.0 0.0 0.0
0.2 -0.1 0.0
0.1 0.3 -0.1
0.0 -0.1 0.1
-0.1 0.0 0.0
0.0 0.0 0.0
0.0 0.0 0.0
0.0 0.0 0.0
0.0 0.0 0.0
0.0 0.0 0.0
0.0 0.0 0.0
-0.1 -0.1 0.1
0.1 -0.4 -0.6
0.0 0.0 0.0
0.0 0.0 0.0
0.0 0.2 0.0
0.0 0.0 0.0

For the total energy, the calculation gives -68421.6925 eV. As for the total charge: +1. The LUMO energy comes out at -3.57 eV. For the frontier orbital gap, the calculation gives 6.82 eV.

=====

4.
Entry from the OMol25 dataset: C7H16N2O2PS as an isolated structure (ωB97M-V/def2-TZVPD).

Each line ends with the Löwdin charge.
Positions of all 29 atoms, in Å:
C1 1.12838 -1.54798 0.35682  -0.423
C2 0.36055 0.25161 2.31457  -0.877
C3 -2.46271 0.14856 -2.28413  -0.111
C4 -0.22254 -0.57477 -2.59694  -0.137
C5 0.69855 2.58694 1.70265  -0.107
C6 -0.87380 0.37586 -0.32152  -0.258
C7 -1.31645 -0.46331 -1.48566  -0.501
N1 1.71496 -2.34372 1.28415  -0.038
N2 1.26075 1.24941 1.92233  -0.175
O1 -1.46530 -1.70035 1.22649  -0.354
O2 2.07695 -0.55174 -0.14240  -0.107
P1 -0.39189 -0.74135 1.01942  0.524
S1 0.85724 -0.89212 3.48327  0.502
H1 -2.47722 -0.06792 -3.41987  0.098
H2 -2.49123 1.20478 -2.20521  0.055
H3 -3.35905 -0.11101 -1.81475  0.047
H4 -0.25682 0.49906 -3.05460  0.089
H5 -0.52664 -1.30974 -3.48960  0.095
H6 0.79625 -0.97123 -2.20318  0.074
H7 0.04350 2.65742 2.54673  0.060
H8 1.47221 3.47333 1.62457  0.115
H9 0.19172 2.42873 0.83596  -0.001
H10 0.05541 1.02332 -0.74214  0.142
H11 -1.66835 0.95947 -0.06856  0.048
H12 -1.30362 -1.55819 -1.08455  0.136
H13 0.92877 -2.65502 1.85585  0.026
H14 2.29581 -1.89429 1.92151  -0.026
H15 1.99198 1.20452 2.58013  0.044
H16 2.94256 -0.68026 0.23867  0.059

Force components x, y, z for each atom (eV/Å):
1.3 2.8 -0.5
-0.2 -1.8 -0.8
-0.1 -1.1 -1.1
0.8 -0.2 -1.3
2.6 0.3 2.1
4.2 0.0 -2.1
1.9 -2.8 -2.1
-1.8 -2.9 -1.6
0.2 0.0 -0.2
-1.5 -1.4 1.1
-1.7 -1.1 -0.5
1.5 2.6 -1.2
0.1 0.9 1.3
0.0 -0.1 1.9
0.6 1.3 0.1
-1.9 -0.8 0.3
1.0 -1.8 0.5
0.4 1.5 2.0
-1.6 1.2 -0.7
-0.8 1.3 0.3
-1.4 -2.0 0.2
-1.8 0.7 -2.5
-2.1 -1.1 1.4
-2.0 2.0 1.2
-1.5 1.7 -1.0
0.4 -0.8 0.1
1.8 1.5 1.8
1.2 0.3 0.8
0.3 -0.3 0.5

For the total energy, the calculation gives -34715.4533 eV. As for the total charge: -1. The LUMO energy (alpha / beta) comes out at 3.42 / 3.46 eV. For the frontier orbital gap (alpha / beta), the calculation gives 6.38 / 5.96 eV.